(1)
Entry from OMol25: an isolated molecule of C2H5N3O2S at a distorted geometry (ωB97M-V with the def2-TZVPD basis set).

Geometry (Å):
C -0.19261 0.37148 0.57051
C -1.71139 -1.03519 -0.79235
H 1.52331 0.83147 1.94483
H -0.81516 0.14628 2.47217
H -2.17363 0.69855 0.22177
H -2.75584 -1.02763 -1.14709
H 2.33927 0.69105 -1.65789
N -0.35620 0.83729 1.86152
N -1.42676 0.07992 -0.04195
N 0.98431 0.33250 0.06448
O 0.82043 1.24710 2.47579
O -0.92883 -1.92453 -1.02967
S 1.23524 -0.04287 -1.57875

Properties
strongest force on any atom	0.029	hartree/bohr
energy	-21553.6171	eV
charge	0
frontier orbital gap	0.339	Eh
SMILES	O=CN/C(=N\S)NO

Löwdin population analysis, charges in e, atoms 1 to 8: atom 1 (C): -0.496, atom 2 (C): -0.349, atom 3 (H): 0.075, atom 4 (H): 0.151, atom 5 (H): 0.139, atom 6 (H): 0.137, atom 7 (H): -0.155, atom 8 (N): -0.032



(2)
Entry from OMol25: an isolated molecule of C2H5N3O2S at a distorted geometry (ωB97M-V with the def2-TZVPD basis set).

Geometry (Å):
C 0.02396 0.14898 -0.73250
C 1.67374 -0.10587 1.07626
N 0.50600 -0.32268 0.31529
N -1.47170 -0.54358 -0.95540
N -2.32350 -0.23074 0.05793
O -3.10679 -1.04350 0.51933
O -2.24285 0.90620 0.36090
S 0.47492 1.25637 -2.01520
H 1.25867 0.09248 2.12140
H 2.42670 0.68722 0.71795
H 2.37191 -1.00884 1.13083
H -1.29658 -1.49623 -1.20102
H 1.70552 1.66018 -1.39577

Properties
strongest force on any atom	0.077	hartree/bohr
energy	-21550.3648	eV
charge	0
frontier orbital gap	0.380	Eh
SMILES	C/N=C(\S)N[N+](=O)[O-]

Löwdin population analysis, charges in e, atoms 1 to 8: atom 1 (C): -0.668, atom 2 (C): -0.143, atom 3 (N): -0.031, atom 4 (N): 0.086, atom 5 (N): -0.509, atom 6 (O): 0.064, atom 7 (O): 0.072, atom 8 (S): 0.804



(3)
Entry from OMol25: an isolated molecule of C2H5N3O3 at a distorted geometry (ωB97M-V with the def2-TZVPD basis set).

Geometry (Å):
C -0.11156 0.50643 0.06380
C 2.10326 0.62330 -0.21195
H -0.80283 -2.04527 0.71607
H 0.95416 -0.98791 -0.93303
H -1.31364 1.83730 0.82753
H -2.33221 -0.69355 -0.09437
H 2.97117 1.30650 0.11414
N -0.02106 -0.73622 -0.52755
N -1.18695 0.72560 0.88204
N 0.86199 1.25247 0.02231
O -0.97346 -1.73826 -0.20317
O -2.55133 0.36185 0.16639
O 2.40245 -0.41223 -0.82221

Properties
strongest force on any atom	0.135	hartree/bohr
energy	-12762.9685	eV
charge	0
frontier orbital gap	0.386	Eh
SMILES	O=CN=C(NO)NO

Löwdin population analysis, charges in e, atoms 1 to 8: atom 1 (C): -0.518, atom 2 (C): -0.258, atom 3 (H): 0.136, atom 4 (H): 0.124, atom 5 (H): 0.190, atom 6 (H): 0.134, atom 7 (H): 0.141, atom 8 (N): 0.036



Which value of energy does entry 2 give? -21550.3648 eV